Record 1
{
  "formula": "C25H15F5N3O3SSe2W",
  "method": "ωB97M-V with the def2-TZVPD basis set",
  "species": ["W", "O", "C", "C", "C", "C", "C", "C", "C", "O", "N", "N", "C", "C", "C", "C", "C", "C", "C", "O", "H", "H", "H", "H", "H", "H", "H", "H", "H", "H", "F", "C", "C", "F", "C", "F", "C", "Se", "C", "F", "C", "F", "S", "C", "N", "C", "C", "C", "C", "H", "H", "H", "H", "H", "Se"],
  "coordinates": [[0.036029, 0.526681, -0.455001], [-1.825101, -0.589488, 2.685542], [-1.688973, -1.946764, 2.805116], [-2.492133, -2.678979, 3.668310], [-2.409426, -4.059433, 3.692963], [-1.501802, -4.721668, 2.875899], [-0.697340, -4.003968, 2.015458], [-0.787725, -2.608994, 1.961695], [-0.079360, -1.855697, 0.939678], [0.164776, -0.548293, 1.050031], [0.212215, -2.443116, -0.180716], [0.635378, -1.526230, -1.108686], [0.926025, -1.959504, -2.302452], [1.396130, -1.064754, -3.301283], [1.743561, -1.557191, -4.570707], [2.351310, -0.739082, -5.490996], [2.611176, 0.590346, -5.170709], [2.241058, 1.117057, -3.946582], [1.620644, 0.309120, -2.999990], [1.221574, 0.793855, -1.798172], [-2.176721, -0.244973, 3.518246], [-3.199688, -2.169116, 4.307485], [-3.071764, -4.620723, 4.335573], [-1.446673, -5.799341, 2.895820], [0.010081, -4.499202, 1.370654], [0.851439, -3.024437, -2.510259], [1.531421, -2.592432, -4.794075], [2.625681, -1.133773, -6.454903], [3.105991, 1.226467, -5.886890], [2.437870, 2.149462, -3.718409], [4.250985, 3.967771, 0.688780], [2.956082, 3.638009, 0.541107], [2.707456, 2.174303, 0.118703], [1.418598, 1.615859, 0.821696], [2.281081, 3.313683, -0.775668], [2.863730, 3.446078, -1.986968], [0.873244, 3.785723, -0.642335], [-0.529532, 3.086162, -1.545113], [0.790537, 4.536687, 0.558970], [-0.345260, 5.088372, 0.970110], [1.956057, 4.437565, 1.273528], [2.150461, 4.890332, 2.486656], [-1.230126, 2.065947, 1.409364], [-2.936153, 2.280260, 1.263783], [-3.748279, 1.213347, 1.390774], [-5.085091, 1.308666, 1.388346], [-5.688795, 2.531231, 1.239161], [-4.882666, 3.666976, 1.091516], [-3.510460, 3.545556, 1.109767], [-3.298751, 0.298126, 1.465263], [-5.642472, 0.392659, 1.511847], [-6.763826, 2.616327, 1.236217], [-5.337237, 4.639221, 0.975148], [-2.850831, 4.393765, 1.018013], [-2.067000, 0.021327, -1.263036]],
  "forces_ev_per_a": [[-3.2545, 0.8479, -0.2500], [-0.3060, -0.2017, 0.4007], [0.0415, -0.4610, -0.0973], [0.0338, -0.0389, 0.0278], [0.0740, 0.0797, -0.0612], [-0.0240, -0.0926, -0.0537], [-0.0568, 0.2508, 0.0821], [-0.2341, 0.3242, 0.6193], [0.4300, -0.8189, -1.4485], [0.0186, -1.2664, 1.5432], [-0.0706, -0.2067, 0.3458], [-0.6813, 0.1321, 0.1632], [0.0549, 0.4621, 0.9607], [0.0978, 0.7275, -0.1435], [-0.0204, 0.1445, 0.3442], [-0.0558, -0.0869, -0.0934], [-0.1273, -0.1612, 0.1791], [-0.0913, 0.1739, 0.3431], [-0.0362, -0.9078, -0.3745], [1.8397, 0.0046, -2.1249], [0.1022, 0.0552, -0.0721], [-0.0724, 0.0882, 0.0364], [0.0286, -0.0250, 0.0941], [0.0567, -0.0536, 0.0185], [0.0350, -0.0640, -0.0936], [0.0193, 0.0462, 0.1581], [0.0600, -0.1047, -0.0471], [0.0543, -0.0035, -0.1374], [0.0310, 0.0947, -0.0724], [-0.0168, 0.1075, 0.0940], [0.0575, 0.2156, 0.1185], [-0.1856, -0.4400, -0.3792], [0.1634, 0.5066, -0.0408], [0.0901, 0.1613, -0.4328], [0.1625, -0.3865, 0.9364], [0.0246, -0.0064, -0.0979], [0.3541, 0.1274, 0.7735], [-0.3183, 0.6722, -0.2827], [-0.3539, 0.2146, -0.4604], [0.2464, 0.0503, 0.2198], [-0.1917, 0.0711, -0.1342], [-0.1333, -0.3420, -0.6193], [0.5395, -0.0598, 0.1181], [0.7893, -0.0398, -0.1746], [-0.0731, -0.0825, -0.2318], [-0.6111, 0.2204, -0.0752], [0.1105, -0.0507, 0.0167], [0.1168, -0.1693, 0.0989], [-0.2013, -0.1658, 0.0798], [0.0590, 0.2130, 0.1524], [0.0330, -0.0653, -0.0376], [-0.0345, -0.0995, 0.0166], [-0.0437, 0.0669, -0.0384], [0.0245, 0.0181, -0.0625], [1.4457, 0.3238, 0.1960]],
  "largest_force_ha_per_bohr": 0.066,
  "total_charge": 1,
  "homo_energy_ev": -10.778,
  "homo_lumo_gap_ev": 6.11,
  "lumo_energy_ev": -4.7,
  "de_lowest_kcal_mol": 0.00,
  "total_energy_ev": -193711.3497
}



Record 2
{
  "formula": "C4H8N2O2",
  "method": "ωB97M-V with the def2-TZVPD basis set",
  "species": ["C", "C", "C", "N", "C", "O", "O", "N", "H", "H", "H", "H", "H", "H", "H", "H"],
  "coordinates": [[0.959130, -0.347225, -1.553399], [0.092509, -0.069910, 1.001581], [-0.294401, 0.046865, -0.808863], [-0.510294, 1.106897, 1.545336], [-1.179754, -0.988945, -0.281679], [1.381048, -0.273476, 1.442945], [-0.858416, 1.178039, -1.375053], [-0.743871, -1.209929, 0.929513], [1.464571, -1.180350, 1.766372], [-1.450717, 1.568129, -0.717753], [0.118037, 1.896528, 1.442127], [-0.680206, 0.974913, 2.539505], [-2.093706, -1.394037, -0.698857], [1.715694, 0.431430, -1.462644], [0.716724, -0.463881, -2.611374], [1.363651, -1.275048, -1.157759]],
  "forces_ev_per_a": [[-0.4071, -0.0675, -0.1946], [0.0550, 1.4189, -2.8759], [1.6154, 0.5147, 1.8727], [-0.3303, -0.2324, 0.2409], [0.0175, -0.2868, 1.4290], [0.1869, -0.1439, 0.2641], [-0.0071, 0.0479, 0.1596], [-1.1841, -0.6370, -0.5602], [-0.0475, -0.0459, -0.1794], [0.0108, -0.0293, 0.0252], [0.0643, -0.1205, -0.0175], [-0.0351, 0.0768, -0.0101], [0.0137, -0.3801, -0.1044], [-0.0757, 0.0445, 0.0674], [0.1136, -0.1210, -0.0578], [0.0099, -0.0385, -0.0591]],
  "largest_force_ha_per_bohr": 0.062,
  "total_charge": 0,
  "homo_energy_ev": -8.736,
  "homo_lumo_gap_ev": 9.61,
  "lumo_energy_ev": 0.9,
  "de_lowest_kcal_mol": 68.81,
  "total_energy_ev": -11351.1291
}



Record 3
{
  "formula": "C26H40BrN7Sr",
  "method": "ωB97M-V with the def2-TZVPD basis set",
  "species": ["Sr", "N", "C", "C", "N", "C", "C", "N", "C", "C", "N", "H", "H", "H", "H", "H", "H", "H", "H", "H", "H", "H", "H", "H", "H", "H", "H", "H", "H", "C", "C", "C", "C", "C", "C", "C", "C", "C", "C", "N", "C", "C", "C", "C", "C", "N", "H", "H", "H", "H", "H", "H", "H", "H", "H", "H", "H", "H", "H", "H", "H", "H", "H", "C", "C", "C", "N", "C", "C", "H", "H", "H", "H", "H", "Br"],
  "coordinates": [[0.100709, 0.224065, 0.248439], [-0.685319, 1.703344, 2.461534], [0.509398, 2.163831, 3.154814], [1.487547, 2.812925, 2.151975], [1.415785, 2.214802, 0.808784], [1.199836, 3.158172, -0.329641], [0.023744, 2.897310, -1.295986], [0.046981, 1.577726, -1.972672], [2.494057, 1.265141, 0.535908], [2.656610, -0.001810, 1.409582], [2.101128, -1.234415, 0.792700], [-1.178334, 2.456929, 1.992734], [-1.355497, 1.252433, 3.071984], [0.976849, 1.299543, 3.632430], [0.314514, 2.887718, 3.955369], [2.505523, 2.748786, 2.553775], [1.250587, 3.873478, 2.078933], [2.129495, 3.223501, -0.908802], [1.028200, 4.151632, 0.084698], [0.083783, 3.726884, -2.006420], [-0.937036, 2.995993, -0.780822], [1.010946, 1.225545, -1.998146], [-0.104977, 1.661675, -2.971184], [3.448396, 1.802366, 0.592599], [2.385113, 0.913912, -0.500748], [2.198680, 0.151975, 2.393958], [3.731138, -0.083875, 1.580636], [2.577932, -2.065805, 1.116588], [2.309236, -1.201000, -0.217689], [-2.288187, -1.826938, -4.087118], [-2.677402, -1.402756, -2.669152], [-2.490846, -2.506573, -1.660166], [-3.572285, -3.267849, -1.242290], [-3.401558, -4.340859, -0.375695], [-2.131381, -4.666622, 0.062445], [-1.020728, -3.917278, -0.323292], [0.346943, -4.322266, 0.172863], [0.829745, -5.624749, -0.464632], [-1.218106, -2.824241, -1.168022], [-0.137799, -1.952893, -1.498242], [0.680327, -2.316201, -2.411240], [1.847131, -1.556943, -2.786503], [2.667815, -1.791564, -3.885307], [3.647211, -0.786797, -3.858608], [3.362269, -0.016220, -2.734620], [2.273667, -0.471814, -2.067194], [-2.701367, -1.133830, -4.822228], [-2.667455, -2.824411, -4.316660], [-1.204903, -1.841475, -4.222073], [-3.721513, -1.089929, -2.650860], [-2.092903, -0.533769, -2.364678], [-4.560929, -3.010800, -1.604144], [-4.256299, -4.921066, -0.051326], [-1.988175, -5.509397, 0.731117], [0.312201, -4.434409, 1.260568], [1.061255, -3.528748, -0.039165], [0.137304, -6.443758, -0.265191], [1.811373, -5.910961, -0.082335], [0.906275, -5.517202, -1.548093], [0.512164, -3.247257, -2.962790], [2.554279, -2.584745, -4.609157], [4.457386, -0.639162, -4.554753], [3.917546, 0.841073, -2.371393], [-1.902719, -3.254372, 4.194020], [-0.545485, -2.991589, 4.067852], [-0.127115, -2.191833, 3.018750], [-0.955532, -1.651535, 2.121567], [-2.258853, -1.907023, 2.253889], [-2.770841, -2.704352, 3.269683], [-2.271818, -3.878631, 4.997889], [0.177926, -3.399610, 4.760616], [0.927619, -1.985449, 2.879574], [-2.903843, -1.453257, 1.510800], [-3.835730, -2.884849, 3.317109], [-2.927327, 0.765566, 0.159969]],
  "forces_ev_per_a": [[-3.0698, -1.8868, -0.4154], [0.2205, -0.0104, -0.0249], [0.0551, 0.0583, 0.0141], [-0.2573, -0.1048, -0.0575], [0.0117, 0.5934, 0.1139], [0.2109, -0.0719, 0.1853], [0.0943, -0.0196, 0.0202], [1.1382, 0.4463, 0.0201], [1.0501, 0.4197, -0.4662], [0.2821, -0.1608, 0.3536], [0.5630, 0.4657, -0.2272], [-0.0882, -0.0716, -0.0022], [0.0163, -0.0262, -0.0193], [-0.0403, -0.0198, -0.0013], [0.0258, 0.0108, -0.0088], [0.0168, 0.0271, -0.0595], [-0.0462, 0.0372, -0.0864], [-0.0168, -0.0365, -0.0447], [0.0023, -0.0038, 0.0445], [-0.0570, -0.0427, -0.0595], [0.0364, -0.0456, 0.0997], [0.0116, -0.0798, -0.0633], [-0.6768, 0.0701, 0.0843], [0.0457, -0.0235, -0.1319], [0.3059, 0.1712, 0.1437], [0.0389, -0.0778, -0.0306], [-0.0110, -0.1019, 0.0628], [-0.1054, 0.0496, 0.3417], [0.0379, 0.0379, 0.0453], [0.0014, -0.0086, -0.0625], [0.0588, 0.0045, 0.1056], [-0.0587, 0.0122, -0.0180], [0.0001, -0.0745, 0.0185], [-0.0182, 0.0494, -0.0444], [0.0412, 0.0189, 0.0289], [-0.0372, -0.0806, 0.0961], [-0.0530, 0.0242, -0.0043], [0.0484, -0.0028, -0.0171], [0.1178, 0.1826, -0.2095], [-0.0758, -0.0970, 0.3534], [0.2209, 0.2108, -0.1168], [-0.3592, -0.2500, 0.1775], [0.2193, 0.0987, -0.1147], [-0.0923, -0.1268, -0.0552], [-0.0351, -0.0289, 0.1696], [0.0737, 0.1833, -0.1309], [0.0296, 0.0130, 0.0004], [-0.0299, 0.0051, -0.0250], [-0.0271, -0.0370, 0.0222], [-0.0241, -0.0043, 0.0287], [-0.0232, 0.0343, -0.0242], [-0.0107, -0.0112, 0.0055], [-0.0028, -0.0036, -0.0024], [-0.0027, 0.0028, -0.0009], [-0.0182, -0.0400, 0.0037], [0.0035, 0.0216, 0.0231], [-0.0099, 0.0119, 0.0052], [0.0008, -0.0051, -0.0032], [0.0051, 0.0008, -0.0023], [-0.0123, 0.0013, -0.0247], [0.0029, -0.0009, -0.0005], [0.0036, 0.0055, -0.0051], [-0.0062, 0.0107, 0.0101], [0.0289, -0.0092, 0.0256], [-0.0247, 0.0074, -0.0196], [-0.0298, -0.0452, 0.0309], [0.1720, 0.1330, 0.0928], [-0.0353, -0.1021, -0.1004], [0.0133, 0.0280, -0.0488], [0.0039, -0.0028, -0.0012], [-0.0063, -0.0046, 0.0059], [0.0034, 0.0195, -0.0050], [-0.0031, -0.0036, 0.0148], [-0.0024, -0.0006, 0.0032], [0.1543, 0.2562, -0.0157]],
  "largest_force_ha_per_bohr": 0.071,
  "total_charge": 0,
  "homo_energy_ev": -7.256,
  "homo_lumo_gap_ev": 7.32,
  "lumo_energy_ev": 0.1,
  "de_lowest_kcal_mol": 38.06,
  "total_energy_ev": -108923.6842
}



Record 4
{
  "formula": "C8H12INO7S2",
  "method": "ωB97M-V with the def2-TZVPD basis set",
  "species": ["C", "C", "O", "C", "O", "C", "C", "O", "C", "S", "N", "C", "O", "C", "I", "O", "S", "O", "O", "H", "H", "H", "H", "H", "H", "H", "H", "H", "H", "H", "H"],
  "coordinates": [[3.019844, 1.577259, 0.984213], [3.273990, 0.454760, -0.078784], [4.634934, -0.012733, 0.131648], [2.223172, -0.738245, 0.122945], [0.921024, -0.132780, 0.126240], [-0.003453, -0.775487, -0.709041], [-1.317501, -1.297563, 0.006837], [-1.916984, -2.298572, -0.815665], [-2.369252, -0.176208, 0.420961], [-3.934174, -1.105999, 0.919017], [-1.855282, 0.501967, 1.658410], [-2.746363, 0.483305, 2.554852], [-3.456919, 0.827444, 3.402469], [-2.796941, 0.839057, -0.737625], [-2.599835, 2.924545, -0.061504], [-2.191163, 0.602966, -2.020395], [-0.537224, 0.520068, -1.965686], [-0.113727, 0.024494, -3.287493], [0.137875, 1.794641, -1.750089], [2.031812, 2.077391, 0.795833], [3.035146, 1.137380, 2.026374], [3.799757, 2.395280, 0.952400], [3.220035, 0.819187, -1.151180], [4.755902, -0.826376, -0.396817], [2.482849, -1.246028, 1.094015], [2.417593, -1.457065, -0.719938], [0.399514, -1.621929, -1.324460], [-0.981540, -1.786762, 0.972617], [-2.178494, -1.914620, -1.675220], [-3.444983, -2.303121, 1.417365], [-3.909612, 0.713745, -0.892298]],
  "forces_ev_per_a": [[0.0154, 0.2557, -0.1616], [0.0318, 0.0696, 0.3265], [-1.0041, -0.6259, -0.2872], [2.2529, 1.0565, -0.1056], [-0.4312, -1.7402, -0.7590], [-1.2443, 0.3941, 0.8100], [0.3599, 0.0748, 0.0856], [0.4303, 0.6554, 0.0052], [0.6647, -1.1191, 0.7152], [0.0055, -0.4942, -0.4173], [-1.7992, -1.3005, 0.1154], [1.3214, 2.1798, -0.7906], [0.3103, -0.8409, 0.1164], [-1.1734, 0.1300, 0.7447], [-0.1760, -0.6031, -0.4483], [1.1567, -0.4270, 1.5817], [3.7469, 1.4316, -4.4397], [-1.8380, -0.5471, 1.9855], [-1.9537, -1.2487, 1.4196], [0.8549, -0.6318, 0.2207], [-0.0686, 0.3904, -1.1710], [-0.6837, -1.0942, -0.1572], [-0.3285, -0.1427, 1.2536], [0.0209, 0.6281, 0.3075], [-0.6218, 0.4880, -0.7798], [-0.7021, 0.4982, 0.6639], [-0.2418, 0.9181, 0.4398], [-0.4826, 0.4832, -1.1334], [0.1111, -0.1514, 0.4672], [0.0429, 1.0658, -0.4956], [1.4234, 0.2475, -0.1122]],
  "largest_force_ha_per_bohr": 0.116,
  "total_charge": 0,
  "homo_energy_ev": -9.726,
  "homo_lumo_gap_ev": 9.52,
  "lumo_energy_ev": -0.2,
  "total_energy_ev": -54080.4201,
  "smiles": "C[C@@H](O)CO[C@H]1[C@H](O)[C@@](S)(N=C=O)[C@@H](I)OS1(=O)=O"
}



- What is the formula in the first record?
  C25H15F5N3O3SSe2W